Molecular formula: C3H10N2O2
Method: DFT, wB97M-V/def2-TZVPD

The geometry in ORCA input format:
```
! RIJCOSX wB97M-V def2-TZVPD def2/J DEFGRID3
* xyz 0 1
C -0.88968 -0.82614 0.94460
O -1.80883 -1.28964 1.58827
H 0.80834 0.57564 -0.45569
C -0.25164 0.55820 1.22928
H 2.39711 -0.81535 -2.32690
C 0.64685 2.54347 0.14168
N 0.12342 1.18468 -0.01987
H -0.18362 -1.11066 -0.94090
H 0.69013 2.99112 -0.85099
O 1.55104 -0.78233 -2.78458
H 1.64500 2.62731 0.59751
H -1.10818 1.13666 1.60837
H -0.37575 -2.55627 0.08105
N -0.27980 -1.57864 -0.04511
H 0.47013 0.40288 2.03000
H -0.13924 3.04702 0.70054
H 1.79032 -0.49788 -3.66432
*
```

Calculated values
orbital gap	9.59	eV
energy above the lowest of the compared OMol25 structures with the same formula, charge and spin	31.2	kcal per mole
E_LUMO	0.5	eV
SMILES string	CNCC(N)=O.O

These are the Löwdin partial charges, in e, on atoms 1 to 5: number 1, C, carries -0.504; number 2, O, carries 0.056; number 3, H, carries 0.074; number 4, C, carries -0.170; number 5, H, carries 0.041



Molecular formula: C3H10N2O2
Method: DFT, wB97M-V/def2-TZVPD

The geometry in ORCA input format:
```
! RIJCOSX wB97M-V def2-TZVPD def2/J DEFGRID3
* xyz 0 1
O 1.31630 -0.14005 0.61633
C -0.84238 0.71615 -0.93146
H -2.63323 0.91346 -1.95663
H -1.68054 -0.96007 0.01540
H -0.77946 -2.07037 2.04115
H 0.17382 0.84048 -1.28769
N -0.82894 -0.42764 -0.02112
C 0.27610 -0.78567 0.66456
H -1.31989 0.60833 -2.93197
H 1.00353 -2.16591 2.12700
C 0.14817 -2.04964 1.47028
O 2.82438 2.26846 0.28585
H 2.78440 2.58744 1.19299
H -1.09529 1.62100 -0.36640
H 2.24817 1.48384 0.31050
H 0.13494 -2.91207 0.79718
N -1.73008 0.47225 -2.02596
*
```

Calculated values
orbital gap	10.58	eV
energy above the lowest of the compared OMol25 structures with the same formula, charge and spin	11.3	kcal per mole
E_LUMO	0.8	eV
SMILES string	CC(=O)NCN.O

These are the Löwdin partial charges, in e, on atoms 1 to 5: number 1, O, carries 0.025; number 2, C, carries -0.263; number 3, H, carries 0.069; number 4, H, carries 0.134; number 5, H, carries 0.080



Molecular formula: C3H10N2O2
Method: DFT, wB97M-V/def2-TZVPD

The geometry in ORCA input format:
```
! RIJCOSX wB97M-V def2-TZVPD def2/J DEFGRID3
* xyz 0 1
H -1.54556 -0.66031 1.18124
H 1.73398 -0.46062 -1.07955
H -0.14945 1.31074 -2.47642
H 2.06972 0.48962 -2.50433
H -2.10927 0.98363 1.53649
H -1.34108 0.73110 -0.63731
H -0.97160 0.20032 2.74288
O 0.99467 1.05211 1.34181
H 0.08144 -3.05810 1.75506
N -0.34220 0.66116 -0.52587
O -0.37727 -2.75340 0.97113
H 0.23670 -2.56331 0.25668
C 0.50069 1.07683 -1.62065
C -1.24517 0.30344 1.65434
N 1.41682 -0.04918 -1.95163
H 1.09143 2.00709 -1.43916
C -0.04384 0.72889 0.79529
*
```

Calculated values
orbital gap	10.28	eV
energy above the lowest of the compared OMol25 structures with the same formula, charge and spin	29.6	kcal per mole
E_LUMO	0.8	eV
SMILES string	CC(=O)NCN.O

These are the Löwdin partial charges, in e, on atoms 1 to 5: number 1, H, carries 0.063; number 2, H, carries 0.060; number 3, H, carries 0.116; number 4, H, carries 0.059; number 5, H, carries 0.078



Molecular formula: C3H10N2O2
Method: DFT, wB97M-V/def2-TZVPD

The geometry in ORCA input format:
```
! RIJCOSX wB97M-V def2-TZVPD def2/J DEFGRID3
* xyz 0 1
N -0.12322 1.56619 -0.08563
C -1.16922 -2.95506 1.36448
O 3.57660 0.83486 -1.53359
N -0.75236 -0.43819 0.95614
C -0.91634 0.41014 0.02431
C -1.74105 -1.57540 1.10101
O 0.25111 1.94428 -1.40722
H -2.38746 -1.29545 1.95903
H -0.59329 -3.31304 0.51590
H 0.68505 1.66205 0.56895
H -1.81541 0.55216 -0.57555
H -0.64740 -3.00153 2.35731
H 4.42915 1.27540 -1.75955
H -2.33392 -1.60561 0.18931
H -2.04952 -3.58394 1.37414
H -0.08814 2.81876 -1.54195
H 3.26810 1.08391 -0.59350
*
```

Calculated values
orbital gap	9.86	eV
energy above the lowest of the compared OMol25 structures with the same formula, charge and spin	86.9	kcal per mole
E_LUMO	0.8	eV
SMILES string	CC/N=C/NO.O

These are the Löwdin partial charges, in e, on atoms 1 to 5: number 1, N, carries -0.079; number 2, C, carries -0.114; number 3, O, carries -0.116; number 4, N, carries 0.031; number 5, C, carries -0.247



Molecular formula: C3H10N2O2
Method: DFT, wB97M-V/def2-TZVPD

The geometry in ORCA input format:
```
! RIJCOSX wB97M-V def2-TZVPD def2/J DEFGRID3
* xyz 0 1
H -0.60052 0.67315 -2.48215
N -0.35443 1.06991 -0.51849
H 1.98398 0.17404 -1.25022
H -1.64415 1.56323 1.87102
O 1.00944 -0.10222 0.81282
H -0.18053 2.21118 2.26735
H -0.03320 -3.66513 0.35091
H 1.55510 -0.64251 -2.47192
H -0.82655 1.94627 -0.59448
O -0.68439 -2.98420 0.57360
H -0.50881 0.54256 2.70528
C 0.04173 0.30183 -1.67803
C 0.11904 0.72499 0.72656
H -0.46795 -2.63156 1.45379
H -0.28030 -0.73524 -1.55216
C -0.59486 1.26392 1.89205
N 1.46639 0.28979 -2.10591
*
```

Calculated values
orbital gap	10.06	eV
energy above the lowest of the compared OMol25 structures with the same formula, charge and spin	26.9	kcal per mole
E_LUMO	0.8	eV
SMILES string	CC(=O)NCN.O

These are the Löwdin partial charges, in e, on atoms 1 to 5: number 1, H, carries 0.112; number 2, N, carries 0.061; number 3, H, carries 0.039; number 4, H, carries 0.082; number 5, O, carries 0.044



Molecular formula: C3H10N2O2
Method: DFT, wB97M-V/def2-TZVPD

The geometry in ORCA input format:
```
! RIJCOSX wB97M-V def2-TZVPD def2/J DEFGRID3
* xyz 0 1
H 1.02239 -0.58137 -2.58146
O -1.89417 -0.92535 -0.19393
C 0.07619 0.16139 2.07693
H -2.83547 -0.74282 -0.29749
H -0.87412 0.47152 0.96554
N 1.25962 0.01744 1.48238
H -0.06676 0.99304 2.76435
H -0.35057 -0.78601 2.39007
C -0.05824 0.27982 -0.93354
H -0.12067 -1.69255 -1.83874
H -0.71638 -0.39666 -2.87257
N -1.28538 0.36274 -0.24621
O 1.96810 1.23776 1.51711
C 0.03479 -0.65662 -2.12770
H 2.84364 1.00043 1.18663
H 0.25185 1.30324 -1.16374
H 0.74518 -0.04601 -0.12766
*
```

Calculated values
orbital gap (spin up / spin down)	9.09 / 9.09	eV
energy above the lowest of the compared OMol25 structures with the same formula, charge and spin	154.2	kcal per mole
E_LUMO (spin up / spin down)	0.4 / 0.4	eV

These are the Löwdin partial charges, in e, on atoms 1 to 5: number 1, H, carries 0.071; number 2, O, carries -0.098; number 3, C, carries -0.117; number 4, H, carries 0.092; number 5, H, carries 0.106



Copy entry 3 word for word.
Molecular formula: C3H10N2O2
Method: DFT, wB97M-V/def2-TZVPD

The geometry in ORCA input format:
```
! RIJCOSX wB97M-V def2-TZVPD def2/J DEFGRID3
* xyz 0 1
H -1.54556 -0.66031 1.18124
H 1.73398 -0.46062 -1.07955
H -0.14945 1.31074 -2.47642
H 2.06972 0.48962 -2.50433
H -2.10927 0.98363 1.53649
H -1.34108 0.73110 -0.63731
H -0.97160 0.20032 2.74288
O 0.99467 1.05211 1.34181
H 0.08144 -3.05810 1.75506
N -0.34220 0.66116 -0.52587
O -0.37727 -2.75340 0.97113
H 0.23670 -2.56331 0.25668
C 0.50069 1.07683 -1.62065
C -1.24517 0.30344 1.65434
N 1.41682 -0.04918 -1.95163
H 1.09143 2.00709 -1.43916
C -0.04384 0.72889 0.79529
*
```

Calculated values
orbital gap	10.28	eV
energy above the lowest of the compared OMol25 structures with the same formula, charge and spin	29.6	kcal per mole
E_LUMO	0.8	eV
SMILES string	CC(=O)NCN.O

These are the Löwdin partial charges, in e, on atoms 1 to 5: number 1, H, carries 0.063; number 2, H, carries 0.060; number 3, H, carries 0.116; number 4, H, carries 0.059; number 5, H, carries 0.078